1.
Here is a cluster of 4 separate species, C4H16N8O4 in total at a distorted geometry from OMol25. Energies are from ωB97M-V/def2-TZVPD.

Positions of all 32 atoms, in Å:
N: 2.43254 -1.31229 0.43485
C: 3.21899 -2.29282 -0.13947
N: 4.52842 -2.23347 0.25774
O: 2.83187 -3.03859 -1.02513
H: 1.46193 -1.32651 0.16060
H: 2.72590 -0.79324 1.23897
H: 5.17920 -2.49428 -0.46625
H: 4.74858 -1.37511 0.73394
N: -5.07248 0.46467 1.77252
C: -4.64883 -0.79506 1.49006
N: -4.46341 -1.55037 2.62149
O: -4.44792 -1.27167 0.37495
H: -5.24309 1.08653 0.99973
H: -5.25213 0.72742 2.71861
H: -4.30925 -2.51316 2.36701
H: -4.26997 -1.13277 3.50794
N: -1.55703 -1.39115 -0.07340
C: -1.12349 -0.14007 -0.33280
N: -1.97624 0.86141 0.04756
O: 0.02055 0.11527 -0.70981
H: -0.84603 -2.10079 -0.03327
H: -2.50751 -1.71067 0.05565
H: -1.56502 1.77986 0.01300
H: -2.75252 0.70865 0.65729
N: 3.16695 3.65905 -2.61265
C: 2.39009 2.87504 -1.78830
N: 3.05164 1.67686 -1.66952
O: 1.45295 3.25996 -1.10243
H: 2.89859 4.61385 -2.78457
H: 3.61342 3.19330 -3.38101
H: 3.77044 1.38374 -2.29376
H: 2.54287 1.06639 -1.03949

Output
Energy = -24522.008 eV
Multiplicity = 1
HOMO-LUMO gap = 9.8447 eV
LUMO level = 0.01323 Ha
Maximum force = 2.6 eV/A
ΔE to the lowest compared entry with this formula, charge and spin = 21.9 kcal/mol

These are the natural (NBO) partial charges, in e, on atoms 1 to 2:
1 N -0.866
2 C 0.771



2.
Here is a structure of composition C35H36GeN5O5S2SbV at a distorted geometry from OMol25. Energies are from ωB97M-V/def2-TZVPD.

Positions of all 86 atoms, in Å:
V: 0.05406 2.68353 0.59370
C: -0.45159 0.17846 3.45154
C: 0.50046 1.31545 3.53806
N: 0.71911 2.23423 2.62260
C: 1.64944 3.10057 3.15822
C: 1.99026 2.70642 4.41826
N: 1.25618 1.57550 4.63159
C: 2.90344 3.23608 5.49645
O: 3.46782 4.33039 5.22948
O: 2.89852 2.58888 6.55296
C: 2.08714 4.22321 2.31741
O: 2.96066 5.06119 2.81028
O: 1.61354 4.32944 1.19570
H: -0.49338 -0.17611 2.42353
H: -1.45929 0.49279 3.73054
H: -0.14277 -0.63172 4.11334
H: 1.32448 1.06365 5.49731
H: 3.24560 4.76908 3.75421
S: 2.14664 1.48349 -0.02893
C: 2.51434 2.24594 -1.55398
C: 3.80300 1.96994 -2.13584
N: 4.83735 1.73190 -2.58473
C: 1.64038 3.03862 -2.22490
S: 0.06328 3.49758 -1.61914
C: 1.99777 3.56106 -3.51851
N: 2.25346 3.98465 -4.55915
C: -1.30093 1.24428 0.44422
Ge: -2.11171 0.31340 -1.01595
C: -3.08598 -1.26871 -0.30998
C: -2.55167 -1.99350 0.75690
C: -3.20345 -3.10077 1.28521
C: -4.41703 -3.51198 0.74982
C: -4.96860 -2.80589 -0.31046
C: -4.30918 -1.69654 -0.82850
C: -1.08917 -0.32997 -2.55584
C: 0.27800 -0.12852 -2.71572
C: 0.94894 -0.62900 -3.82586
C: 0.25950 -1.34873 -4.79087
C: -1.10617 -1.56340 -4.64498
C: -1.77018 -1.05432 -3.53669
C: -3.53645 1.42632 -1.80384
C: -3.39406 2.00923 -3.06193
C: -4.38348 2.83283 -3.58763
C: -5.53562 3.08890 -2.85856
C: -5.68920 2.52712 -1.59741
C: -4.69506 1.70884 -1.07829
H: -2.04338 1.20531 1.25551
H: -1.60283 -1.68362 1.18179
H: -2.75992 -3.64633 2.11087
H: -4.92943 -4.37592 1.15699
H: -5.91796 -3.11546 -0.73317
H: -4.76665 -1.14857 -1.64631
H: 0.82538 0.42500 -1.96377
H: 2.01234 -0.44624 -3.93385
H: 0.78198 -1.73639 -5.65793
H: -1.65312 -2.12268 -5.39573
H: -2.83854 -1.22592 -3.43877
H: -2.49054 1.83187 -3.63438
H: -4.24571 3.28406 -4.56332
H: -6.30541 3.73523 -3.26429
H: -6.57840 2.73618 -1.01381
H: -4.82420 1.28594 -0.08658
C: 0.85460 -5.06152 -0.20845
C: 1.53789 -4.23971 0.88548
Sb: 1.82451 -2.16897 0.26080
C: 3.75008 -2.61889 -0.60314
C: 4.56715 -1.38397 -0.96289
C: 2.57693 -1.50685 2.17831
C: 3.65172 -2.37622 2.82017
H: 0.69253 -6.10256 0.09060
H: 1.45502 -5.07666 -1.12278
H: -0.11550 -4.63975 -0.47682
H: 2.51331 -4.66679 1.13441
H: 0.94283 -4.23856 1.80453
H: 3.54288 -3.22273 -1.49167
H: 4.28016 -3.26333 0.10267
H: 4.04676 -0.74990 -1.67823
H: 5.53196 -1.64929 -1.40440
H: 4.76133 -0.75900 -0.08835
H: 1.70117 -1.43613 2.82809
H: 2.93337 -0.48578 2.02527
H: 3.28147 -3.38058 3.04003
H: 4.00844 -1.94308 3.75949
H: 4.52123 -2.48512 2.16847
O: -2.06247 4.42193 1.46007
N: -1.17931 3.71716 1.08147

Output
Energy = -164981.107 eV
Multiplicity = 2
Total charge = -2
HOMO-LUMO gap (spin up / spin down) = 5.9839 / 6.3425 eV
LUMO level (spin up / spin down) = 0.14564 / 0.14559 Ha
<S²> = 1.195
Maximum force = 1.5 eV/A
ΔE to the lowest compared entry with this formula, charge and spin = 0.3 kcal/mol

These are the Löwdin partial charges, in e, on atoms 1 to 2:
1 V 0.271
2 C -0.016



3.
Here is an isolated molecule of C6H9NO3 at a distorted geometry from OMol25. Energies are from ωB97M-V/def2-TZVPD.

Positions of all 19 atoms, in Å:
C: -1.36153 -0.12937 0.21075
C: -1.64337 1.10894 0.22536
C: -1.04828 -1.52200 0.06391
C: 0.41752 -2.04261 0.35926
C: 1.68979 -0.45997 -0.96431
C: -0.75372 2.32433 0.00776
N: 1.89448 0.42606 0.02121
O: 2.23702 1.57158 -0.31828
O: 1.64654 0.27156 1.20040
O: 1.24804 -1.73550 -0.67576
H: -2.62543 1.38014 0.41498
H: -1.78150 -2.07840 0.80047
H: -1.26040 -1.77157 -0.97185
H: 0.83212 -1.66916 1.28290
H: 0.25466 -3.19423 0.44332
H: 1.99667 -0.29273 -2.04985
H: -1.31085 3.20983 0.34407
H: -0.61231 2.59568 -0.98850
H: 0.18053 2.00742 0.59418

Output
Energy = -13991.684 eV
Multiplicity = 1
HOMO-LUMO gap (spin up / spin down) = 5.5142 / 9.2165 eV
LUMO level (spin up / spin down) = -0.06631 / 0.00427 Ha
Maximum force = 4.0 eV/A
ΔE to the lowest compared entry with this formula, charge and spin = 205.8 kcal/mol

These are the natural (NBO) partial charges, in e, on atoms 1 to 2:
1 C 0.155
2 C -0.283



4.
Here is a cluster of 9 separate species, C10H38N4O9 in total at a distorted geometry from OMol25. Energies are from ωB97M-V/def2-TZVPD.

Positions of all 61 atoms, in Å:
N: 0.60728 -0.61260 1.70515
C: 0.45867 0.61697 1.28251
N: 1.54418 1.24690 0.98939
O: -0.77402 1.25271 1.21245
H: -0.30061 -1.03004 2.06221
H: 1.42910 -1.19930 1.64722
H: 1.45646 2.18334 0.54362
H: 2.41350 1.13342 1.49390
N: 3.14193 0.02077 -0.83066
C: 4.18618 0.75979 -1.14213
N: 4.91270 0.35654 -2.16919
O: 4.50557 1.86754 -0.37099
H: 2.40518 0.44685 -0.21821
H: 2.90500 -0.94095 -1.13748
H: 5.75485 0.86820 -2.35367
H: 4.69555 -0.38495 -2.82890
C: -1.98199 -1.83466 -1.99806
C: -1.48363 -1.50745 -0.61301
O: -0.33157 -2.25574 -0.47184
H: -2.81000 -1.22456 -2.39806
H: -2.24338 -2.83064 -2.14996
H: -1.12371 -1.71979 -2.66817
H: -2.25707 -1.71626 0.17830
H: -1.22286 -0.44512 -0.57007
H: 0.07964 -2.03502 0.35043
C: -0.70050 -3.11512 3.48965
O: -1.26494 -2.18641 2.66244
H: -0.15454 -2.62926 4.26347
H: -0.04943 -3.78738 2.87742
H: -1.50295 -3.72969 3.94749
H: -2.19122 -2.49428 2.44701
C: 2.40155 -3.63158 1.21412
O: 2.66892 -2.26898 1.29082
H: 2.59364 -4.11051 2.12527
H: 3.01649 -4.04389 0.43711
H: 1.33215 -3.85154 0.85720
H: 3.17619 -2.01388 0.52239
C: 0.31415 4.26765 -0.75423
O: 1.52606 3.71458 -0.15300
H: 0.26096 3.93477 -1.80168
H: 0.34461 5.31210 -0.63709
H: -0.56358 3.95901 -0.11837
H: 2.27078 3.84334 -0.74547
C: -3.73147 0.90461 2.13079
O: -4.30271 0.02841 1.18072
H: -2.79205 0.55254 2.47909
H: -4.44973 1.02212 3.00279
H: -3.46681 1.82589 1.66265
H: -3.76374 0.17566 0.43069
C: -2.93424 1.61060 -1.47102
O: -4.31309 1.61285 -1.31207
H: -2.38637 1.63792 -0.52909
H: -2.69408 2.52367 -2.00490
H: -2.54703 0.83566 -2.20716
H: -4.66862 2.53638 -1.18289
C: 0.06728 1.09941 -2.29989
O: 1.41667 1.43122 -2.66764
H: -0.46112 1.70760 -2.93489
H: -0.20569 1.34696 -1.27837
H: -0.19882 0.07179 -2.34344
H: 1.98636 0.89184 -2.12470

Output
Energy = -35370.424 eV
Multiplicity = 1
HOMO-LUMO gap = 9.0850 eV
LUMO level = 0.00319 Ha
Maximum force = 7.5 eV/A
ΔE to the lowest compared entry with this formula, charge and spin = 68.6 kcal/mol

These are the natural (NBO) partial charges, in e, on atoms 1 to 2:
1 N -0.889
2 C 0.776



5.
Here is a structure of composition C24H41F3P2Ru at a distorted geometry from OMol25. Energies are from ωB97M-V/def2-TZVPD.

Positions of all 71 atoms, in Å:
Ru: 0.08962 0.85713 -3.16626
C: -0.97028 -1.53446 0.48894
C: 0.32410 -1.82718 -0.04493
C: 0.57532 -0.38308 1.73709
C: -0.80396 -0.67016 1.61086
C: 1.26692 -1.04370 0.68384
C: -2.25889 -2.14328 0.12370
H: -2.22294 -2.64013 -0.84987
H: -3.06062 -1.38596 0.08412
H: -2.54714 -2.89431 0.87838
C: -1.84343 -0.36474 2.60840
H: -2.84504 -0.40699 2.16779
H: -1.69252 0.61809 3.06362
H: -1.81037 -1.11094 3.41711
C: 1.20349 0.30324 2.88096
H: 1.38979 -0.43075 3.68299
H: 0.56914 1.09662 3.30023
H: 2.17512 0.72839 2.60689
C: 2.72282 -0.95828 0.48075
H: 3.25131 -1.60882 1.19884
H: 3.08836 0.07454 0.61102
H: 3.00071 -1.27026 -0.53289
C: 0.70289 -2.85357 -1.03493
H: 1.05791 -3.79091 -0.56959
H: 1.51039 -2.49322 -1.68213
H: -0.12587 -3.12155 -1.68702
C: -1.54255 1.85782 -5.24332
C: -2.12948 0.41954 -5.33492
C: -1.41182 -0.61593 -6.17381
C: 0.11079 -0.47767 -6.11618
C: 0.75086 -0.04814 -4.76887
C: 1.38228 1.34928 -4.72107
C: 1.04497 2.27968 -5.88120
C: -0.45382 2.34477 -6.25326
H: -1.81245 -0.56140 -7.20209
H: 0.46715 0.15615 -6.93705
H: -1.75859 -1.60324 -5.84179
H: -0.63614 1.82590 -7.20098
H: -2.40036 2.53479 -5.45356
H: -3.21006 0.44099 -5.56241
H: -0.70746 3.39408 -6.47213
H: 1.36555 3.31231 -5.63351
H: 2.47484 1.29756 -4.59575
H: 1.63750 1.96543 -6.75714
H: 0.49835 -1.47771 -6.33628
H: 1.50734 -0.82031 -4.53604
P: -2.23824 0.16006 -3.48518
C: -3.71519 0.86639 -2.79671
C: -2.03432 -1.61678 -3.16896
P: 2.40821 0.76229 -1.96397
C: -1.35363 1.96512 -3.76132
C: 3.67496 -0.17086 -2.89454
C: 2.92116 2.50252 -2.09479
H: -3.52802 1.33479 -1.82708
H: -4.46792 0.08258 -2.68230
H: -4.04019 1.63227 -3.50213
H: -1.73732 -2.14488 -4.08641
H: -3.00229 -1.98832 -2.79640
H: -1.24420 -1.74919 -2.40787
H: 2.80270 2.91590 -3.10406
H: 3.96314 2.58765 -1.76162
H: 2.27023 3.06530 -1.40594
H: -1.68352 2.87074 -3.26263
H: 1.13949 2.07595 -3.81246
H: 4.48590 -0.41675 -2.19046
H: 4.06963 0.38277 -3.75488
H: 3.18626 -1.09892 -3.22814
F: -0.69359 3.21847 -1.32470
C: -0.36956 1.87364 -1.27294
F: 0.55057 1.80564 -0.23376
F: -1.52479 1.25796 -0.76611

Output
Energy = -54850.942 eV
Multiplicity = 6
Total charge = +1
HOMO-LUMO gap (spin up / spin down) = 7.1858 / 4.3882 eV
LUMO level (spin up / spin down) = -0.06949 / -0.19520 Ha
<S²> = 8.780
Maximum force = 5.6 eV/A
ΔE to the lowest compared entry with this formula, charge and spin = 45.0 kcal/mol

These are the Löwdin partial charges, in e, on atoms 1 to 2:
1 Ru 0.968
2 C -0.129



6.
Here is a structure of composition CH4CsN2O at a distorted geometry from OMol25. Energies are from ωB97M-V/def2-TZVPD.

Positions of all 9 atoms, in Å:
Cs: 2.14039 -0.08730 1.22291
C: -0.38651 -0.00944 -0.68447
O: -0.50809 -0.24632 -1.85952
N: -0.88532 -0.75121 0.24568
N: 0.40059 0.88831 -0.19030
H: -0.82249 -0.56881 1.23708
H: -1.39474 -1.58927 0.00434
H: 1.00794 1.42490 -0.79302
H: 0.44822 0.93912 0.81730

Output
Energy = -6670.249 eV
Multiplicity = 1
Total charge = +1
HOMO-LUMO gap = 9.7629 eV
LUMO level = -0.15623 Ha
Maximum force = 6.2 eV/A
ΔE to the lowest compared entry with this formula, charge and spin = 82.5 kcal/mol

These are the Löwdin partial charges, in e, on atoms 1 to 2:
1 Cs 1.444
2 C -0.844



7.
Here is a cluster of 3 separate species, C4H15NO3 in total at a distorted geometry from OMol25. Energies are from ωB97M-V/def2-TZVPD.

Positions of all 23 atoms, in Å:
N: 2.38615 -0.40810 -0.82656
C: 1.41155 -1.10410 -1.72065
C: 0.43432 -0.35785 -2.55730
C: -0.17579 0.76269 -1.63781
C: -0.70533 0.31407 -0.28961
O: -1.66402 1.12496 0.31167
H: 2.12468 -0.42240 0.11226
H: 2.72919 0.41900 -1.25189
H: 2.11757 -1.65406 -2.41784
H: 0.89231 -1.89493 -1.16924
H: -0.31337 -1.00606 -2.97311
H: 0.90490 0.21556 -3.42502
H: -0.90329 1.35289 -2.22186
H: 0.68617 1.46994 -1.58146
H: 0.13138 0.50267 0.38582
H: -1.12210 -0.75612 -0.22649
H: -2.54756 1.25623 -0.10350
O: -2.96772 -0.69730 4.00731
H: -3.44075 -1.21276 4.63132
H: -2.39595 -0.11241 4.52319
O: 1.19369 0.63515 2.85527
H: 0.42364 0.09404 2.52918
H: 0.80033 1.47889 3.04631

Output
Energy = -12022.470 eV
Multiplicity = 1
HOMO-LUMO gap = 9.4143 eV
LUMO level = 0.02143 Ha
Maximum force = 3.7 eV/A
ΔE to the lowest compared entry with this formula, charge and spin = 40.3 kcal/mol

These are the natural (NBO) partial charges, in e, on atoms 1 to 2:
1 N -0.856
2 C -0.240



8.
Here is a structure of composition C3H9ClN3 at a distorted geometry from OMol25. Energies are from ωB97M-V/def2-TZVPD.

Positions of all 16 atoms, in Å:
C: 0.49108 -1.64057 -0.59657
C: -2.67248 0.98080 0.49916
C: 3.33138 0.86227 -0.06784
N: 0.51734 -0.41306 0.18519
N: -1.67781 0.04842 0.15961
N: -0.44850 0.30330 0.44939
Cl: 2.56174 -0.12240 0.96649
H: 1.45086 -1.81021 -1.08007
H: -0.28200 -1.55074 -1.36835
H: 0.13858 -2.33075 0.11116
H: -3.07420 1.64566 -0.33018
H: -3.53672 0.54634 0.96295
H: -2.47347 1.82469 1.28571
H: 3.57747 1.83397 0.31696
H: 3.86040 0.57189 -0.94908
H: -1.76368 -0.74959 -0.54455

Output
Energy = -20237.020 eV
Multiplicity = 1
Total charge = +1
HOMO-LUMO gap (spin up / spin down) = 7.2596 / 8.1821 eV
LUMO level (spin up / spin down) = -0.22047 / -0.19997 Ha
Maximum force = 4.9 eV/A
ΔE to the lowest compared entry with this formula, charge and spin = 149.9 kcal/mol

These are the natural (NBO) partial charges, in e, on atoms 1 to 2:
1 C -0.489
2 C -0.465



Question: Which value of multiplicity does entry 6 give?
Answer: 1



Question: Among the records above, which one has the lowest ΔE to the lowest compared entry with this formula, charge and spin?
Answer: C35H36GeN5O5S2SbV